Entry from the OMol25 dataset: a single C4H5NO molecule in a non-equilibrium geometry (ωB97M-V/def2-TZVPD).

Properties
**Highest occupied orbital energy**: -9.17 eV
**Maximum force**: 1.14 eV Å⁻¹

```
! RIJCOSX wB97M-V def2-TZVPD def2/J DEFGRID3
* xyz 0 1
O -1.126 -0.291 -1.753
C 0.017 0.261 -1.409
C -0.164 0.927 -0.062
C 0.752 0.022 0.802
C 0.058 -1.157 1.347
N -0.470 -2.099 1.760
H -0.942 -0.811 -2.550
H 1.489 -0.339 0.086
H 0.308 1.914 -0.116
H -1.200 1.017 0.293
H 1.278 0.555 1.603
*
```

=====

Entry from the OMol25 dataset: a molecular structure, C5H7MnO3 in a non-equilibrium geometry (ωB97M-V/def2-TZVPD).

Properties
**Highest occupied orbital energy (spin up / spin down)**: -12.00 / -12.00 eV
**<S²>**: 8.75
**Maximum force**: 4.53 eV Å⁻¹

```
! RIJCOSX wB97M-V def2-TZVPD def2/J DEFGRID3
* xyz 1 6
O 0.895 0.679 -0.758
C 2.153 0.566 -0.410
O 2.509 0.339 0.786
Mn 4.302 0.383 0.127
O 3.037 0.678 -1.311
C -0.111 0.543 0.243
H 0.221 1.017 1.170
H -2.072 1.419 0.422
C -1.456 0.847 -0.279
H -1.527 1.227 -1.303
C -0.615 -1.188 0.520
C -1.916 -0.914 -0.140
H 0.088 -1.872 0.029
H -2.022 -1.325 -1.150
H -0.657 -1.348 1.603
H -2.827 -1.050 0.453
*
```

=====

Entry from the OMol25 dataset: a molecular structure, C5H7N3O in a non-equilibrium geometry (ωB97M-V/def2-TZVPD).

Properties
**Highest occupied orbital energy**: -9.73 eV
**Maximum force**: 6.51 eV Å⁻¹

```
! RIJCOSX wB97M-V def2-TZVPD def2/J DEFGRID3
* xyz 0 1
C 2.007 -2.432 0.962
C 0.452 -1.123 0.408
C -0.939 0.175 -0.303
C -0.553 1.342 -1.113
C -1.288 2.612 -1.213
N 1.601 -1.660 -0.023
N 0.172 -1.458 1.647
N 1.141 -2.274 2.037
O -1.068 0.118 -1.687
H 3.007 -2.908 0.937
H -1.759 0.061 0.263
H 0.469 1.476 -1.216
H -0.772 3.292 -1.805
H -1.329 3.226 -0.252
H -2.281 2.320 -1.570
H 1.142 -2.767 2.927
*
```

=====

Entry from the OMol25 dataset: a single C5H8O molecule (ωB97M-V/def2-TZVPD).

Properties
**Highest occupied orbital energy**: -8.07 eV
**Maximum force**: 0.69 eV Å⁻¹
**SMILES string**: C=C/C(C)=C\O

```
! RIJCOSX wB97M-V def2-TZVPD def2/J DEFGRID3
* xyz 0 1
C 0.606 1.106 -0.941
C 0.206 0.157 0.156
C 0.763 0.277 1.375
C -0.787 -0.874 -0.112
C -1.388 -1.124 -1.284
O 0.456 -0.522 2.444
H 0.854 -0.130 3.240
H 1.502 1.032 1.617
H -1.058 -1.506 0.733
H 0.824 0.577 -1.875
H 1.511 1.668 -0.683
H -0.194 1.831 -1.124
H -1.185 -0.561 -2.187
H -2.111 -1.930 -1.359
*
```

=====

Entry from the OMol25 dataset: 6 unconnected molecules or ions with the total composition C18H48N2O6 in a non-equilibrium geometry (ωB97M-V/def2-TZVPD).

Properties
**Highest occupied orbital energy**: -11.86 eV
**Maximum force**: 4.71 eV Å⁻¹

```
! RIJCOSX wB97M-V def2-TZVPD def2/J DEFGRID3
* xyz 2 1
O -1.793 2.497 1.232
H -1.516 1.953 0.491
H -1.485 3.403 1.155
H -2.753 2.529 1.243
O -3.735 0.421 -1.383
H -4.279 0.283 -0.604
H -4.025 1.213 -1.841
H -2.850 0.660 -1.098
O -1.879 3.242 -2.465
H -1.675 2.521 -1.866
H -2.826 3.255 -2.620
H -1.575 4.120 -2.221
O -1.478 1.316 -0.829
H -1.050 1.034 -1.661
C 3.784 0.294 -1.649
C 3.243 -0.241 -3.015
C 1.777 -0.207 -2.982
C 1.098 1.308 -2.916
C 1.745 2.224 -4.082
C 3.248 1.953 -4.469
N 3.708 0.567 -4.173
O 5.031 0.287 -4.539
C 3.424 2.269 -5.956
C 4.013 3.003 -3.630
C 3.828 -1.759 -3.050
H 4.863 0.426 -1.731
H 3.476 -0.303 -0.790
H 3.460 1.331 -1.555
H 1.316 -0.778 -3.788
H 1.420 -0.726 -2.093
H 1.336 1.855 -2.003
H 0.013 1.223 -2.963
H 1.634 3.280 -3.838
H 1.025 2.107 -4.892
H 2.996 3.218 -6.279
H 4.424 2.246 -6.389
H 2.905 1.523 -6.558
H 4.936 3.161 -4.187
H 3.530 3.879 -3.197
H 4.634 2.654 -2.805
H 4.918 -1.748 -3.030
H 3.686 -2.132 -4.064
H 3.365 -2.392 -2.293
H 4.950 0.208 -5.492
C -2.991 -3.228 6.181
C -2.403 -2.139 5.303
C -0.882 -2.315 5.406
C 0.037 -1.638 4.358
C -0.536 -2.133 3.044
C -1.949 -1.898 2.706
N -2.712 -2.421 3.849
O -4.111 -2.502 3.520
C -2.348 -0.464 2.461
C -2.343 -2.794 1.542
C -2.840 -0.707 5.656
H -2.265 -3.983 6.481
H -3.416 -2.739 7.058
H -3.822 -3.766 5.725
H -0.558 -2.162 6.436
H -0.686 -3.382 5.299
H 0.055 -0.552 4.440
H 1.082 -1.949 4.341
H -0.196 -3.168 3.005
H -0.109 -1.617 2.184
H -1.941 -0.187 1.488
H -1.967 0.229 3.211
H -3.427 -0.360 2.576
H -2.389 -3.854 1.793
H -1.526 -2.675 0.831
H -3.284 -2.493 1.081
H -3.756 -0.356 5.180
H -3.050 -0.270 6.632
H -2.123 -0.001 5.237
H -4.413 -1.654 3.854
*
```

=====

Entry from the OMol25 dataset: a molecular structure, C32H14BF5N10S2V (ωB97M-V/def2-TZVPD).

Properties
**Highest occupied orbital energy (spin up / spin down)**: -2.37 / -2.34 eV
**<S²>**: 3.82
**Maximum force**: 0.44 eV Å⁻¹

```
! RIJCOSX wB97M-V def2-TZVPD def2/J DEFGRID3
* xyz -2 4
V -0.178 0.277 1.618
B 1.683 -0.015 4.639
N 0.186 -0.443 4.612
C -0.491 -0.912 5.665
C -1.835 -0.981 5.344
C -1.896 -0.524 4.030
N -0.674 -0.195 3.601
N 2.381 -0.382 3.298
C 3.657 -0.766 3.192
C 4.039 -0.702 1.863
C 2.896 -0.259 1.207
N 1.905 -0.066 2.078
H 1.775 1.173 4.829
H 2.220 -0.657 5.513
H 0.036 -1.162 6.570
H -2.646 -1.326 5.960
H -2.733 -0.424 3.361
H 4.205 -1.047 4.075
H 4.993 -0.949 1.433
H 2.739 -0.080 0.156
S -1.923 1.639 -2.214
C -2.574 0.110 -1.817
C -3.011 -0.769 -2.842
C -3.568 -2.007 -2.587
C -4.026 -2.811 -3.687
N -4.410 -3.431 -4.576
C -3.712 -2.456 -1.260
C -3.281 -1.617 -0.236
C -2.720 -0.372 -0.482
S -2.353 0.656 0.917
C -4.345 -3.699 -0.949
N -4.857 -4.701 -0.701
H -2.914 -0.432 -3.865
H -3.395 -1.943 0.790
F 0.969 6.383 1.992
C 0.692 5.047 1.934
C 0.620 4.432 0.703
C 0.329 3.073 0.663
C 0.131 2.323 1.829
C 0.206 3.002 3.046
C 0.481 4.365 3.113
H 0.766 5.009 -0.202
H 0.208 2.606 -0.310
H 0.045 2.470 3.976
H 0.535 4.892 4.058
F 0.463 -3.171 -4.287
C 0.699 -1.919 -3.889
C 1.020 -0.997 -4.836
F 1.092 -1.408 -6.107
C 1.291 0.364 -4.536
C 1.152 0.683 -3.161
C 0.813 -0.243 -2.225
F 0.712 0.189 -0.945
C 0.588 -1.606 -2.511
C 0.290 -2.574 -1.520
C 0.069 -2.183 -0.192
N -0.039 -1.849 0.911
C 0.230 -3.976 -1.748
N 0.199 -5.124 -1.847
F 1.394 1.927 -2.753
C 1.684 1.307 -5.507
C 1.846 0.998 -6.887
N 2.020 0.830 -8.015
C 2.006 2.661 -5.213
N 2.315 3.763 -5.067
*
```

=====

Entry from the OMol25 dataset: a molecular structure, C3H4EuO4 in a non-equilibrium geometry (ωB97M-V/def2-TZVPD).

Properties
**Highest occupied orbital energy (spin up / spin down)**: -16.36 / -16.36 eV
**<S²>**: 15.76
**Maximum force**: 5.05 eV Å⁻¹

```
! RIJCOSX wB97M-V def2-TZVPD def2/J DEFGRID3
* xyz 2 8
C -0.569 0.535 0.281
O -1.369 1.411 0.613
O -0.401 0.191 -0.980
C 0.468 -0.927 -0.964
O -0.759 -0.992 0.864
C -0.100 -1.762 0.004
Eu -3.325 2.838 0.211
H 0.296 -2.721 0.341
H 0.752 -1.249 -1.963
O 1.614 1.212 0.413
H 1.621 1.268 1.374
H 1.773 0.196 -0.195
*
```

=====

Entry from the OMol25 dataset: a single C5H11N3 molecule in a non-equilibrium geometry (ωB97M-V/def2-TZVPD).

Properties
**Highest occupied orbital energy**: -8.09 eV
**Maximum force**: 8.97 eV Å⁻¹
**SMILES string**: C1=N\CCNCCN/1

```
! RIJCOSX wB97M-V def2-TZVPD def2/J DEFGRID3
* xyz 0 1
C -0.539 -0.294 -1.764
C 1.068 0.168 -1.344
C 1.201 -1.208 1.175
C -0.786 0.467 1.807
C -1.124 0.959 0.353
H -0.464 -1.548 -1.865
H -0.919 0.354 -2.614
H 1.063 1.261 -0.784
H 1.804 0.498 -2.183
H 2.284 -1.129 -0.737
H 1.871 -2.097 1.679
H -1.597 0.091 2.342
H -0.081 1.437 2.229
H -0.534 1.696 0.035
H -1.996 1.647 0.594
H -1.787 -1.001 -0.003
N 1.610 -0.654 -0.262
N 0.466 -0.507 1.867
N -1.540 -0.141 -0.526
*
```

=====

Q: Which of these has the highest maximum force?
A: C5H11N3